Arrangement P

{"formula": "C48H72O36", "method": "ωB97M-V/def2-TZVPD", "symbols": ["C", "C", "C", "O", "C", "O", "O", "H", "H", "H", "H", "H", "H", "C", "C", "C", "O", "C", "O", "O", "H", "H", "H", "H", "H", "H", "C", "C", "C", "O", "C", "O", "O", "H", "H", "H", "H", "H", "H", "C", "C", "C", "O", "C", "O", "O", "H", "H", "H", "H", "H", "H", "C", "C", "C", "O", "C", "O", "O", "H", "H", "H", "H", "H", "H", "C", "C", "C", "O", "C", "O", "O", "H", "H", "H", "H", "H", "H", "C", "C", "C", "O", "C", "O", "O", "H", "H", "H", "H", "H", "H", "C", "C", "C", "O", "C", "O", "O", "H", "H", "H", "H", "H", "H", "C", "C", "C", "O", "C", "O", "O", "H", "H", "H", "H", "H", "H", "C", "C", "C", "O", "C", "O", "O", "H", "H", "H", "H", "H", "H", "C", "C", "C", "O", "C", "O", "O", "H", "H", "H", "H", "H", "H", "C", "C", "C", "O", "C", "O", "O", "H", "H", "H", "H", "H", "H"], "positions_angstrom": [[5.506, -1.663, 0.847], [4.968, -2.853, 1.832], [4.702, -4.270, 1.217], [5.397, -5.078, 1.999], [6.068, -4.467, 2.872], [6.643, -5.068, 3.783], [5.974, -3.164, 2.718], [6.417, -1.880, 0.290], [5.585, -0.701, 1.354], [4.767, -1.441, 0.078], [4.036, -2.674, 2.368], [4.888, -4.291, 0.143], [3.632, -4.452, 1.314], [3.436, 1.376, 6.763], [2.864, 0.307, 5.786], [3.549, 0.487, 4.355], [4.140, -0.767, 4.162], [3.981, -1.546, 5.332], [4.533, -2.562, 5.702], [3.301, -0.937, 6.211], [4.499, 1.563, 6.613], [3.163, 1.038, 7.762], [3.005, 2.368, 6.623], [1.774, 0.305, 5.777], [4.114, 1.395, 4.144], [2.731, 0.549, 3.637], [-1.106, 1.103, -0.371], [-0.390, -0.319, -0.314], [0.674, -0.578, -1.355], [1.789, -1.079, -0.584], [1.610, -0.775, 0.671], [2.331, -0.989, 1.608], [0.338, -0.295, 0.880], [-0.700, 1.608, -1.248], [-0.755, 1.698, 0.472], [-2.120, 1.108, -0.772], [-0.995, -1.206, -0.504], [0.798, 0.294, -1.997], [0.287, -1.210, -2.155], [-1.342, 3.951, -3.538], [-0.151, 4.916, -3.430], [1.261, 4.316, -3.265], [2.091, 5.298, -3.995], [1.277, 5.967, -4.874], [1.559, 6.808, -5.758], [-0.042, 5.722, -4.624], [-2.300, 4.417, -3.767], [-1.545, 3.534, -2.552], [-1.237, 3.058, -4.155], [-0.395, 5.664, -2.676], [1.402, 3.346, -3.742], [1.560, 4.520, -2.237], [0.939, 3.276, 1.640], [1.609, 4.363, 2.521], [0.923, 5.632, 2.883], [1.260, 5.869, 4.221], [1.866, 4.760, 4.775], [2.438, 4.768, 5.862], [1.912, 3.836, 3.790], [0.753, 2.374, 2.224], [1.643, 3.001, 0.854], [0.027, 3.532, 1.102], [2.580, 4.553, 2.062], [-0.166, 5.609, 2.846], [1.175, 6.493, 2.263], [-1.391, -6.070, -5.482], [-1.369, -4.635, -5.012], [-2.681, -3.935, -4.609], [-2.294, -3.368, -3.293], [-1.095, -3.638, -2.954], [-0.614, -3.265, -1.861], [-0.621, -4.574, -3.791], [-2.150, -6.718, -5.043], [-0.536, -6.730, -5.337], [-1.529, -6.092, -6.563], [-0.749, -4.051, -5.692], [-3.520, -4.622, -4.499], [-3.060, -3.217, -5.336], [-5.781, 1.898, -0.095], [-4.825, 2.982, -0.158], [-5.247, 4.311, 0.393], [-4.107, 4.762, 1.011], [-3.344, 3.776, 1.402], [-2.394, 3.836, 2.135], [-3.852, 2.721, 0.855], [-5.348, 1.189, -0.801], [-6.802, 1.788, -0.460], [-5.771, 1.359, 0.853], [-4.316, 3.114, -1.112], [-6.100, 4.148, 1.051], [-5.552, 5.039, -0.359], [4.241, -0.177, -3.228], [4.335, 0.612, -4.582], [2.981, 1.325, -4.821], [3.289, 2.679, -4.749], [4.645, 2.882, -4.653], [5.276, 3.995, -4.471], [5.231, 1.724, -4.564], [5.011, -0.944, -3.313], [3.304, -0.630, -2.904], [4.516, 0.399, -2.345], [4.555, -0.141, -5.338], [2.336, 1.052, -3.986], [2.613, 1.048, -5.809], [-3.812, 2.685, 5.799], [-3.138, 1.610, 4.951], [-1.740, 1.774, 4.310], [-0.966, 0.936, 5.099], [-1.647, 0.249, 6.020], [-1.158, -0.520, 6.938], [-2.870, 0.556, 5.863], [-3.104, 3.378, 6.254], [-4.345, 2.262, 6.651], [-4.450, 3.392, 5.270], [-3.840, 1.212, 4.217], [-1.322, 2.780, 4.335], [-1.754, 1.476, 3.261], [1.074, -1.060, -8.494], [-0.266, -0.599, -7.804], [-1.151, -1.655, -7.339], [-1.360, -1.384, -5.948], [-0.616, -0.315, -5.586], [-0.562, 0.275, -4.474], [-0.043, 0.142, -6.700], [1.001, -1.098, -9.580], [1.383, -2.085, -8.292], [1.958, -0.488, -8.213], [-0.802, 0.063, -8.483], [-0.804, -2.676, -7.499], [-2.059, -1.421, -7.895], [-1.266, -3.705, 5.648], [-1.585, -3.481, 4.178], [-0.748, -2.314, 3.552], [-0.398, -2.712, 2.290], [-0.403, -4.025, 2.312], [0.093, -4.797, 1.474], [-1.037, -4.461, 3.429], [-0.217, -3.413, 5.609], [-1.265, -4.747, 5.970], [-1.839, -3.057, 6.311], [-2.664, -3.416, 4.043], [0.130, -2.040, 4.138], [-1.542, -1.568, 3.565], [-4.051, -4.715, 0.709], [-3.546, -3.306, 0.486], [-4.357, -2.374, -0.362], [-4.699, -1.289, 0.463], [-4.230, -1.528, 1.709], [-4.210, -0.703, 2.596], [-3.531, -2.744, 1.735], [-4.621, -4.895, 1.620], [-3.277, -5.467, 0.865], [-4.660, -4.982, -0.154], [-2.493, -3.227, 0.215], [-5.200, -2.924, -0.783], [-3.803, -1.946, -1.197]], "smiles": "C[C@H]1COC(=O)O1.C[C@H]1COC(=O)O1.C[C@H]1COC(=O)O1.C[C@H]1COC(=O)O1.C[C@H]1COC(=O)O1.C[C@H]1COC(=O)O1.C[C@H]1COC(=O)O1.C[C@H]1COC(=O)O1.C[C@H]1COC(=O)O1.C[C@H]1COC(=O)O1.C[C@H]1COC(=O)O1.C[C@H]1COC(=O)O1", "lumo_energy_ev": -0.727, "homo_ev": -9.416, "multiplicity": 1}

---

Arrangement Q

{"formula": "C48H72O36", "method": "ωB97M-V/def2-TZVPD", "symbols": ["C", "C", "C", "O", "C", "O", "O", "H", "H", "H", "H", "H", "H", "C", "C", "C", "O", "C", "O", "O", "H", "H", "H", "H", "H", "H", "C", "C", "C", "O", "C", "O", "O", "H", "H", "H", "H", "H", "H", "C", "C", "C", "O", "C", "O", "O", "H", "H", "H", "H", "H", "H", "C", "C", "C", "O", "C", "O", "O", "H", "H", "H", "H", "H", "H", "C", "C", "C", "O", "C", "O", "O", "H", "H", "H", "H", "H", "H", "C", "C", "C", "O", "C", "O", "O", "H", "H", "H", "H", "H", "H", "C", "C", "C", "O", "C", "O", "O", "H", "H", "H", "H", "H", "H", "C", "C", "C", "O", "C", "O", "O", "H", "H", "H", "H", "H", "H", "C", "C", "C", "O", "C", "O", "O", "H", "H", "H", "H", "H", "H", "C", "C", "C", "O", "C", "O", "O", "H", "H", "H", "H", "H", "H", "C", "C", "C", "O", "C", "O", "O", "H", "H", "H", "H", "H", "H"], "positions_angstrom": [[-6.919, 5.301, -1.443], [-7.034, 6.245, -0.241], [-5.779, 6.590, 0.539], [-5.822, 7.910, 0.852], [-6.639, 8.454, -0.070], [-6.719, 9.655, -0.216], [-7.398, 7.577, -0.628], [-6.097, 5.595, -2.094], [-7.849, 5.294, -2.012], [-6.585, 4.282, -1.248], [-7.734, 5.796, 0.463], [-5.006, 6.164, -0.101], [-5.722, 5.973, 1.436], [1.883, 1.418, 1.187], [0.789, 0.897, 0.177], [-0.252, -0.066, 0.721], [-1.448, 0.526, 0.295], [-1.180, 1.691, -0.321], [-2.102, 2.361, -0.826], [0.086, 1.957, -0.393], [1.498, 1.892, 2.090], [2.802, 1.826, 0.767], [2.433, 0.533, 1.506], [1.527, 0.428, -0.474], [-0.201, -0.115, 1.808], [0.047, -1.074, 0.433], [-1.801, 9.806, -3.079], [-1.563, 8.485, -2.390], [-0.816, 7.491, -3.249], [0.212, 6.887, -2.396], [0.340, 7.577, -1.344], [1.161, 7.338, -0.445], [-0.514, 8.639, -1.400], [-2.631, 9.796, -3.785], [-0.853, 10.065, -3.550], [-1.987, 10.602, -2.357], [-2.493, 8.326, -1.844], [-0.328, 7.847, -4.156], [-1.518, 6.682, -3.447], [-2.949, -4.449, -3.336], [-2.574, -5.540, -4.355], [-1.087, -5.543, -4.547], [-0.683, -6.916, -4.271], [-1.856, -7.626, -3.914], [-1.912, -8.824, -3.600], [-2.895, -6.905, -3.937], [-2.481, -3.510, -3.632], [-2.497, -4.695, -2.376], [-4.036, -4.384, -3.270], [-2.926, -5.314, -5.362], [-0.576, -4.866, -3.863], [-0.821, -5.353, -5.587], [-3.925, -1.099, 6.163], [-5.283, -0.908, 5.567], [-5.811, -2.250, 4.928], [-6.908, -2.607, 5.800], [-7.166, -1.729, 6.744], [-8.048, -1.733, 7.632], [-6.213, -0.708, 6.615], [-3.815, -0.200, 6.769], [-3.147, -1.048, 5.401], [-3.750, -1.967, 6.797], [-5.414, -0.033, 4.931], [-5.050, -3.025, 4.844], [-6.199, -2.062, 3.927], [1.079, 1.196, 8.128], [1.566, 0.233, 9.244], [1.174, 0.640, 10.691], [0.461, -0.533, 11.150], [0.354, -1.338, 10.119], [-0.370, -2.402, 10.246], [0.992, -0.945, 8.989], [1.351, 0.961, 7.100], [1.563, 2.172, 8.160], [0.035, 1.509, 8.154], [2.610, -0.058, 9.362], [0.530, 1.501, 10.868], [2.131, 0.884, 11.152], [6.611, 4.039, 4.299], [7.016, 5.319, 3.622], [6.306, 5.882, 2.341], [5.967, 7.136, 2.658], [6.326, 7.463, 3.856], [6.065, 8.492, 4.379], [6.900, 6.491, 4.486], [5.987, 3.312, 3.780], [5.895, 4.274, 5.087], [7.449, 3.457, 4.681], [8.086, 5.306, 3.411], [5.407, 5.374, 1.993], [7.013, 5.828, 1.514], [-4.879, 2.811, -6.780], [-4.469, 1.462, -6.129], [-5.784, 0.597, -5.850], [-5.378, -0.645, -6.071], [-4.575, -0.627, -7.067], [-4.312, -1.624, -7.734], [-4.029, 0.536, -7.167], [-4.893, 3.508, -5.942], [-5.755, 3.020, -7.394], [-4.007, 3.126, -7.352], [-3.809, 1.473, -5.261], [-6.486, 0.870, -6.638], [-6.175, 0.838, -4.861], [3.509, -9.845, -2.684], [4.006, -8.650, -1.827], [4.822, -7.525, -2.560], [4.024, -6.382, -2.186], [2.941, -6.695, -1.466], [2.122, -5.931, -1.006], [2.805, -8.006, -1.470], [3.049, -9.573, -3.634], [3.002, -10.529, -2.003], [4.405, -10.413, -2.934], [4.580, -9.015, -0.975], [5.023, -7.516, -3.631], [5.781, -7.476, -2.043], [10.425, -0.323, 1.377], [10.037, -0.529, -0.105], [9.561, -1.992, -0.347], [8.263, -1.882, -0.822], [7.811, -0.687, -0.778], [6.697, -0.399, -1.172], [8.667, 0.121, -0.246], [9.518, -0.168, 1.962], [10.927, 0.643, 1.332], [11.233, -0.799, 1.932], [10.707, -0.092, -0.846], [9.549, -2.746, 0.440], [10.145, -2.454, -1.143], [0.810, 3.252, -6.747], [1.842, 2.121, -6.720], [2.151, 1.523, -5.315], [1.781, 0.190, -5.546], [1.376, -0.034, -6.862], [1.105, -1.056, -7.416], [1.432, 1.067, -7.589], [1.392, 4.058, -6.301], [-0.096, 2.976, -6.208], [0.602, 3.420, -7.804], [2.762, 2.648, -6.972], [1.502, 1.952, -4.551], [3.137, 1.536, -4.851], [-3.759, -9.151, 1.176], [-3.466, -8.456, 2.531], [-2.302, -9.032, 3.361], [-1.487, -7.935, 3.731], [-1.828, -6.881, 2.985], [-1.395, -5.729, 3.055], [-2.785, -7.219, 2.193], [-4.516, -9.902, 1.405], [-2.882, -9.561, 0.674], [-4.100, -8.352, 0.519], [-4.323, -8.161, 3.136], [-1.753, -9.660, 2.659], [-2.526, -9.645, 4.234]], "smiles": "C[C@H]1COC(=O)O1.C[C@H]1COC(=O)O1.C[C@H]1COC(=O)O1.C[C@H]1COC(=O)O1.C[C@H]1COC(=O)O1.C[C@H]1COC(=O)O1.C[C@H]1COC(=O)O1.C[C@H]1COC(=O)O1.C[C@H]1COC(=O)O1.C[C@H]1COC(=O)O1.C[C@H]1COC(=O)O1.C[C@H]1COC(=O)O1", "lumo_energy_ev": -0.254, "homo_ev": -10.372, "multiplicity": 1}

---

So which one is most stable? That would be arrangement P, about 0.0304 hartree below the next structure.